C4H10N2O2 | the ωB97M-V functional and the def2-TZVPD basis

## Properties
SMILES = CC(N)=O.CC(N)=O
HOMO-LUMO gap = 0.379 hartree
Relative energy (zero: lowest compared OMol25 entry of this formula, charge and spin) = 0.648 eV
Highest occupied orbital energy = -9.7 eV

The geometry in XYZ format:
```
18
Properties=species:S:1:pos:R:3:forces:R:3:nbo_charge:R:1
C -0.7291 2.2862 -3.1320 0.410 -1.359 0.184 -0.709
C -0.4353 2.2283 -1.6389 0.228 0.290 -0.913 0.678
N 0.8888 2.0720 -1.3527 0.716 -0.023 1.174 -0.835
O -1.2790 2.4150 -0.7907 0.091 -0.085 0.124 -0.607
H -0.6636 3.3051 -3.4575 -0.352 0.615 -0.122 0.238
H -1.6943 1.8160 -3.3273 0.018 0.419 -0.034 0.238
H 0.0346 1.7416 -3.7087 -0.207 0.073 0.211 0.207
H 1.1834 2.1590 -0.3889 -0.384 -0.051 -0.059 0.393
H 1.6317 1.7429 -1.9438 -0.507 0.094 -0.551 0.397
C -0.9343 -2.0180 1.2880 0.721 -0.856 -0.466 -0.722
C 0.4435 -2.3869 1.7970 -0.151 -0.707 0.886 0.675
N 1.2469 -1.3489 2.1954 -0.082 0.404 0.096 -0.836
O 0.8358 -3.5359 1.8708 -0.021 0.199 -0.206 -0.608
H -1.4797 -2.9315 1.0445 0.092 0.027 0.376 0.242
H -0.7005 -1.5912 0.3164 -0.585 0.863 -0.029 0.236
H -1.4920 -1.4161 2.0022 0.057 0.345 -0.396 0.230
H 2.0184 -1.5896 2.7943 0.129 -0.193 -0.134 0.398
H 0.8543 -0.4407 2.3794 -0.176 -0.053 -0.140 0.384
```
Positions in Å, forces in eV/Å.

C2H2NO3S | the ωB97M-V functional and the def2-TZVPD basis

## Properties
HOMO-LUMO gap = 0.339 hartree
Relative energy (zero: lowest compared OMol25 entry of this formula, charge and spin) = 1.089 eV
Highest occupied orbital energy = -5.3 eV
Net charge = -1

The geometry in XYZ format:
```
9
Properties=species:S:1:pos:R:3:forces:R:3:nbo_charge:R:1
C -1.7190 -1.1852 1.8734 0.319 0.080 -0.438 0.225
C -0.0139 0.2210 0.7145 2.335 3.194 -2.481 -0.514
N -0.9197 -0.5995 1.2563 -1.646 -2.709 1.830 -0.489
O -0.0607 -1.2725 -1.4861 -0.242 -0.748 -0.051 -1.009
O 1.9350 0.1307 -1.1560 -0.273 -0.264 0.633 -1.020
O -0.1144 1.1409 -1.9466 0.182 -1.277 1.731 -1.015
S 0.4790 0.0196 -1.1593 -0.048 1.587 -0.999 2.359
H 0.9668 0.3879 1.2296 -1.025 -0.664 -0.131 0.235
H -0.5532 1.1570 0.6742 0.397 0.801 -0.095 0.228
```
Positions in Å, forces in eV/Å.

C5H7N3 | the ωB97M-V functional and the def2-TZVPD basis

## Properties
HOMO-LUMO gap = 0.315 hartree
Relative energy (zero: lowest compared OMol25 entry of this formula, charge and spin) = 7.040 eV
Highest occupied orbital energy = -8.5 eV

The geometry in XYZ format:
```
15
Properties=species:S:1:pos:R:3:forces:R:3:nbo_charge:R:1
C -1.5267 0.6318 -0.1356 3.183 -0.880 0.291 0.017
C -2.6818 0.0390 -0.1343 -0.833 1.364 -0.654 -0.485
C 1.0085 0.5691 0.1276 -6.668 5.424 0.965 0.302
C 1.9914 -0.2946 0.0169 13.234 -4.607 -1.811 -0.104
C 3.2440 -0.5693 -0.2063 -2.591 1.395 -0.915 -0.161
H -0.4448 -2.0004 -0.4960 -0.248 1.108 2.594 0.378
H -0.8895 -1.5303 1.1997 -0.468 -0.240 -0.238 0.374
H -1.4029 1.6415 -0.2628 0.152 2.380 -0.401 0.217
H -3.5385 0.5946 -0.4519 -0.423 0.232 0.286 0.214
H -2.7451 -0.9707 -0.0473 -0.440 -2.767 0.327 0.189
H 1.9845 2.0565 0.4383 3.461 1.237 0.243 0.333
H 4.4788 -0.6188 -0.7283 -4.846 -0.156 2.213 0.310
N -0.2896 -1.4125 0.4013 1.051 0.776 -3.314 -0.677
N -0.2544 -0.0036 -0.0074 -1.860 -2.575 0.896 -0.269
N 1.0660 1.8677 0.2861 -2.706 -2.692 -0.481 -0.636
```
Positions in Å, forces in eV/Å.

C5H14NO2 | the ωB97M-V functional and the def2-TZVPD basis

## Properties
HOMO-LUMO gap = 0.134 hartree
Relative energy (zero: lowest compared OMol25 entry of this formula, charge and spin) = 13.829 eV
Highest occupied orbital energy = -11.7 eV
Net charge = +1

The geometry in XYZ format:
```
22
Properties=species:S:1:pos:R:3:forces:R:3:nbo_charge:R:1
C -8.2388 -2.2928 -0.4326 1.550 -0.009 1.488 -0.605
C -7.6274 -0.9769 0.0562 -0.434 -0.121 0.695 -0.051
C -7.6075 0.1366 -1.0020 1.641 -0.755 0.319 -0.368
C -7.1627 1.7041 0.8027 0.668 1.225 -2.019 0.239
C -8.0305 1.4135 -0.2899 -2.795 1.221 0.913 -0.108
O -9.3997 1.2344 0.1605 2.614 -2.725 -1.715 -0.664
N -6.2814 -1.2435 0.5226 0.610 -0.207 0.887 -0.815
H -9.1885 -2.0653 -0.8052 -1.678 -0.121 -0.460 0.221
H -7.6205 -2.7003 -1.2346 -0.009 -0.124 0.126 0.233
H -8.2740 -3.0097 0.4477 -0.143 0.737 -1.254 0.231
H -8.2419 -0.5064 0.8635 -0.033 -1.182 -0.324 0.166
H -6.5864 0.3266 -1.3685 -0.351 -0.560 -0.376 0.247
H -8.3243 -0.0464 -1.7724 -0.355 0.224 -0.701 0.272
H -7.4724 1.6916 1.8152 -0.350 -0.384 1.034 0.233
H -6.1813 2.1312 0.5744 0.014 -0.352 0.131 0.232
H -8.0157 2.2473 -1.0809 0.506 -0.697 0.858 0.337
H -5.8990 -0.4413 1.0354 0.187 -0.226 -0.093 0.330
H -9.6974 2.0415 0.4439 -1.548 3.217 1.175 0.479
H -6.2693 -2.0293 1.2068 -0.095 0.839 -0.685 0.392
H 42.5397 0.8194 0.3385 2.940 -1.408 -1.332 0.225
H 43.3628 0.2174 -0.6886 2.171 0.173 2.833 0.278
O 44.6296 0.0308 0.0596 -5.110 1.234 -1.500 -0.503
```
Positions in Å, forces in eV/Å.

C20H56AlB4O10S5 | the ωB97M-V functional and the def2-TZVPD basis

## Properties
HOMO-LUMO gap = 0.181 hartree
Relative energy (zero: lowest compared OMol25 entry of this formula, charge and spin) = 0.000 eV
Highest occupied orbital energy = -5.4 eV
Net charge = -1

The geometry in XYZ format:
```
96
Properties=species:S:1:pos:R:3:forces:R:3:lowdin_charge:R:1
Al -4.6540 -9.6870 -21.5984 -1.806 2.013 -0.563 1.197
B -6.8711 -7.8062 -21.6990 0.143 0.433 1.246 -0.409
H -6.0911 -8.1360 -22.5924 1.097 -0.637 -0.399 0.002
H -7.7771 -7.1791 -22.1563 -0.615 -0.223 -0.847 -0.017
H -7.1508 -8.7357 -21.0279 -0.384 -0.130 0.332 -0.043
H -6.2165 -7.0332 -21.0718 0.374 0.330 0.196 -0.034
B -5.3252 -8.6623 -18.6014 0.132 -1.527 -0.129 -0.368
H -5.2809 -8.0118 -19.6335 0.554 0.490 -0.853 -0.037
H -6.1282 -9.5413 -18.7333 -0.287 -0.682 -0.052 -0.023
H -4.2857 -9.1248 -18.2604 0.516 -0.164 0.156 -0.058
H -5.8216 -7.9990 -17.7393 -0.301 0.874 0.046 -0.011
B -3.2909 -7.4314 -22.8536 -0.604 -0.643 1.337 -0.398
H -2.6813 -6.6729 -23.5388 0.335 0.193 -0.604 -0.006
H -3.8263 -8.2992 -23.4976 -0.547 -0.437 -0.407 -0.039
H -2.5457 -7.9349 -22.0658 0.698 -0.340 0.012 -0.034
H -4.1152 -6.9512 -22.1443 -0.385 0.616 0.015 -0.037
B -7.1155 -11.4916 -21.5170 0.245 0.494 0.645 -0.373
H -7.0683 -10.4307 -22.0555 0.047 0.571 -0.104 -0.071
H -7.9109 -12.1541 -22.1146 0.105 -0.667 -0.737 -0.010
H -6.0387 -12.0265 -21.4160 0.746 -0.285 0.219 -0.015
H -7.3934 -11.3935 -20.3648 -0.255 0.449 0.478 -0.013
C -5.3144 -14.6271 -25.5449 1.240 -0.641 0.445 -0.202
C -3.8815 -14.0888 -25.5389 0.793 -0.255 -0.686 -0.239
C -3.3003 -14.3873 -24.1730 -0.297 0.519 0.642 -0.209
S -4.6419 -13.8428 -23.0707 0.837 -0.144 0.005 0.683
O -4.3672 -12.5049 -22.6316 0.123 -0.112 -0.578 -0.374
O -4.8086 -14.8698 -22.0718 -0.497 -0.086 -0.223 -0.314
C -5.9347 -13.8950 -24.3617 -0.848 0.136 -0.502 -0.195
H -5.1608 -15.6991 -25.3716 -0.534 -0.049 0.189 0.114
H -5.8009 -14.5462 -26.5138 -0.288 0.468 0.180 0.116
H -3.8340 -13.0061 -25.6694 -0.333 0.011 -0.100 0.089
H -3.2643 -14.5277 -26.3277 -0.078 -0.032 -0.032 0.118
H -2.4147 -13.7937 -23.9464 -0.102 0.129 0.064 0.082
H -3.1090 -15.4195 -23.8814 -0.157 -0.171 -0.497 0.101
H -6.1622 -12.9016 -24.7476 0.384 0.295 0.506 0.070
H -6.8851 -14.2704 -23.9867 0.264 -0.317 0.337 0.111
C 0.9696 -12.8185 -20.3341 -0.200 -2.256 -1.151 -0.229
C 0.2257 -12.4388 -19.0853 0.400 0.831 1.611 -0.231
C -0.3352 -11.0520 -19.3447 -0.549 0.219 -1.190 -0.192
S -0.9502 -11.1645 -21.1028 1.515 0.742 1.739 0.701
O -0.3342 -10.0667 -21.8057 -0.337 -0.224 -0.496 -0.317
O -2.3803 -11.3499 -21.0518 -0.624 -0.076 -0.594 -0.340
C -0.0399 -12.7204 -21.4598 -1.454 1.019 -0.962 -0.213
H 1.2325 -13.8836 -20.3164 0.158 0.057 0.296 0.115
H 1.9093 -12.3262 -20.5776 -0.233 0.626 0.337 0.123
H 0.8873 -12.4257 -18.2130 0.120 0.158 -0.106 0.113
H -0.5414 -13.1542 -18.7843 -0.170 -0.062 -0.562 0.125
H 0.4393 -10.2854 -19.3700 0.079 -0.070 -0.065 0.102
H -1.1809 -10.6502 -18.7909 -0.037 -0.462 0.264 0.093
H 0.2597 -12.6278 -22.5017 0.535 0.166 0.184 0.079
H -0.8397 -13.4645 -21.4943 0.247 -0.288 0.579 0.108
C -8.4206 -8.2914 -25.1651 -0.375 -0.262 1.172 -0.187
C -8.9237 -9.5985 -24.4176 1.309 0.734 0.558 -0.175
C -8.0775 -10.7617 -24.8969 -0.779 -0.316 -0.647 -0.247
S -6.4889 -10.1287 -25.3825 -1.459 -0.592 -0.644 0.663
O -6.0317 -10.9402 -26.5048 0.435 0.290 0.138 -0.352
O -5.6369 -9.9880 -24.2453 0.346 0.333 0.114 -0.342
C -7.1787 -8.5556 -26.0053 0.461 -0.981 0.247 -0.193
H -8.1653 -7.6085 -24.3550 -0.041 0.234 -0.201 0.078
H -9.2897 -7.9034 -25.6917 0.409 0.275 -0.494 0.103
H -9.9957 -9.7214 -24.5378 0.043 -0.301 -0.157 0.108
H -8.7105 -9.4426 -23.3579 -0.200 -0.048 0.048 0.096
H -8.5119 -11.1156 -25.8368 0.232 -0.298 -0.005 0.107
H -7.9306 -11.5901 -24.2060 -0.089 0.164 0.187 0.064
H -7.3952 -8.8115 -27.0409 0.107 0.278 -0.102 0.094
H -6.3338 -7.8768 -25.8998 -0.319 0.429 -0.132 0.107
C -1.4852 -9.9606 -27.2252 -0.142 0.259 -0.416 -0.213
C -0.2886 -9.4585 -26.4226 0.971 0.084 0.798 -0.222
C -0.8167 -9.2192 -25.0103 -1.581 -0.074 -0.498 -0.199
S -1.8252 -10.6865 -24.7059 0.613 0.336 0.345 0.686
O -2.9924 -10.3692 -23.9407 -0.035 -0.414 -0.154 -0.354
O -0.9481 -11.7417 -24.2296 -0.019 -0.283 -0.257 -0.339
C -2.2149 -11.0577 -26.4426 -0.318 0.862 0.355 -0.200
H -1.2607 -10.1942 -28.2665 0.259 -0.453 0.152 0.112
H -2.2421 -9.1771 -27.3260 0.318 0.345 0.183 0.117
H 0.1379 -8.5147 -26.7637 -0.132 -0.082 -0.387 0.113
H 0.5320 -10.1805 -26.3808 -0.098 -0.133 -0.256 0.114
H -1.5421 -8.4081 -25.1351 -0.101 0.003 0.547 0.100
H -0.2317 -9.0239 -24.1159 0.428 -0.207 -0.237 0.106
H -3.2738 -10.8335 -26.5683 -0.172 -0.716 0.173 0.086
H -1.9610 -12.1021 -26.5925 0.131 0.075 -0.250 0.094
C -1.9142 -6.0749 -17.3565 -0.351 -0.523 1.368 -0.214
C -1.9696 -5.2390 -18.6352 -0.060 -0.047 0.075 -0.217
C -2.6291 -6.1128 -19.6934 0.160 -0.087 -0.145 -0.215
S -1.7478 -7.6547 -19.5205 0.014 1.310 1.533 0.663
O -0.3527 -7.4432 -19.8487 -0.080 -0.526 -0.550 -0.319
O -2.5444 -8.7527 -19.9959 0.609 -0.805 -0.081 -0.421
C -1.7894 -7.5787 -17.6763 -0.761 -0.018 -1.375 -0.192
H -2.8320 -5.9770 -16.7693 -0.220 0.122 -0.370 0.111
H -1.1665 -5.7926 -16.6119 0.379 0.270 -0.487 0.103
H -0.9484 -4.9726 -18.9093 -0.093 0.042 -0.338 0.108
H -2.5577 -4.3266 -18.5400 0.104 0.037 0.292 0.113
H -2.5969 -5.6958 -20.6965 0.164 -0.325 -0.118 0.103
H -3.6622 -6.3940 -19.4674 -0.044 0.196 0.099 0.106
H -0.9176 -8.1115 -17.3090 0.071 0.121 0.032 0.094
H -2.7223 -8.0957 -17.4505 0.144 -0.165 0.266 0.063
```
Positions in Å, forces in eV/Å.

C9H13N4S | the ωB97M-V functional and the def2-TZVPD basis

## Properties
HOMO-LUMO gap = 0.302 hartree
Relative energy (zero: lowest compared OMol25 entry of this formula, charge and spin) = 0.972 eV
Highest occupied orbital energy = -12.7 eV
Net charge = +1

The geometry in XYZ format:
```
27
Properties=species:S:1:pos:R:3:forces:R:3:nbo_charge:R:1
C -0.9446 -1.2683 0.6621 1.050 -2.438 1.149 0.177
C -1.8153 0.6366 -0.0991 0.050 2.662 -1.629 0.329
C 0.8492 2.6364 -2.0824 0.163 0.033 0.769 -0.004
C 0.3495 -0.9353 0.2349 -1.608 0.368 0.043 -0.072
C 1.4644 -1.8813 0.2026 -0.749 -3.227 -0.398 -0.417
C 2.8312 -1.3515 -0.1039 -2.454 -0.060 0.112 -0.403
C 2.5779 -0.4685 -1.2722 -0.217 1.317 -0.764 -0.386
C 1.8133 0.8008 -0.7259 -0.644 -0.941 -1.910 -0.122
C 0.4733 0.3271 -0.2791 -0.049 1.458 -0.298 0.277
N -0.6288 1.1256 -0.4738 1.110 -0.646 0.024 -0.417
N 1.7118 1.8408 -1.6907 1.716 0.054 -1.019 -0.387
N -1.9588 -0.4768 0.4624 -1.989 -1.852 1.418 -0.415
N -3.4513 2.7730 1.7423 1.231 0.002 -0.308 -1.143
S -0.8039 2.6766 -1.3137 0.869 -0.023 -0.096 0.464
H -1.1490 -2.2699 1.2170 0.382 1.819 -1.106 0.235
H -2.5912 1.3231 -0.3985 -0.828 -0.379 0.437 0.228
H 1.1681 3.4229 -2.8041 -1.002 -0.468 0.378 0.250
H 1.4216 -2.4683 1.1419 0.116 -0.027 -0.589 0.243
H 1.2422 -2.5866 -0.7096 0.026 0.824 1.868 0.238
H 3.0877 -0.7723 0.7485 1.181 0.446 0.673 0.208
H 3.4098 -2.2214 -0.2579 1.261 -0.426 -0.250 0.245
H 3.4932 -0.1877 -1.6899 1.512 1.121 -0.562 0.244
H 2.0744 -0.8945 -2.1591 -0.317 -0.220 0.745 0.221
H 2.4291 1.1436 0.0640 0.375 0.658 1.059 0.251
H -3.9327 1.8878 1.8856 0.208 0.807 0.492 0.388
H -3.9827 3.5059 1.3115 -0.359 -0.066 0.128 0.381
H -2.7879 3.1449 2.4373 -1.035 -0.797 -0.365 0.388
```
Positions in Å, forces in eV/Å.

C5H9FN | the ωB97M-V functional and the def2-TZVPD basis

## Properties
HOMO-LUMO gap = 0.270 hartree
Relative energy (zero: lowest compared OMol25 entry of this formula, charge and spin) = 0.000 eV
Highest occupied orbital energy = -3.5 eV
Net charge = -1

The geometry in XYZ format:
```
16
Properties=species:S:1:pos:R:3:forces:R:3:nbo_charge:R:1
C 0.4309 -0.0604 -0.6030 2.219 2.032 -1.397 -0.296
H 1.4792 -0.1865 1.2392 -0.228 0.023 -0.016 0.176
F -2.6693 -0.7531 -0.2571 0.416 -0.141 0.183 -0.983
C 0.4265 -0.0750 0.9286 0.109 -0.561 -0.003 -0.378
H -0.0779 -1.0210 1.2260 -0.076 0.876 0.026 0.232
C -0.3828 0.9813 -1.2396 -3.145 -0.051 -0.147 0.319
N -1.1371 1.7360 -1.7024 1.639 -0.553 0.349 -0.363
C 0.4044 -1.4408 -1.2519 -0.130 -0.367 0.421 -0.588
H 1.4001 -1.8975 -1.1431 -0.127 0.146 -0.076 0.179
H -0.2978 -2.0769 -0.6705 0.003 0.504 -0.826 0.256
H 0.1631 -1.3835 -2.3242 -0.130 -0.172 0.510 0.219
C -0.1665 1.1776 1.5605 -0.364 0.114 0.388 -0.619
H 0.1921 2.0992 1.0702 -0.019 -0.366 0.150 0.198
H -1.2650 1.1763 1.4963 0.337 -0.129 -0.205 0.260
H 0.1015 1.2359 2.6260 -0.015 -0.009 -0.221 0.188
H 1.3985 0.4885 -0.9551 -0.489 -1.345 0.862 0.200
```
Positions in Å, forces in eV/Å.

C7H4GaN2O4 | the ωB97M-V functional and the def2-TZVPD basis

## Properties
HOMO-LUMO gap = 0.252 hartree
Highest occupied orbital energy = -21.5 eV
Net charge = +3

The geometry in XYZ format:
```
18
Properties=species:S:1:pos:R:3:forces:R:3:nbo_charge:R:1
Ga 0.0032 0.4536 -0.2307 -0.011 -0.122 2.054 1.234
O 0.0278 3.5585 -1.9025 -0.038 -4.164 2.214 -0.185
C 0.0190 2.5479 -1.3649 0.030 3.083 -1.656 0.574
C 1.8049 -0.8327 0.4580 4.097 -2.628 0.951 0.530
O 2.7166 -1.4378 0.8139 -4.053 2.709 -1.443 -0.209
C -1.8234 -0.8000 0.4423 -4.154 -2.552 0.915 0.529
O -2.7488 -1.3881 0.7912 4.108 2.630 -1.409 -0.209
C 0.0018 -0.7993 -2.0023 -0.011 -3.180 -3.557 0.532
O -0.0014 -1.6003 -2.8219 0.015 3.480 3.448 -0.155
N -0.0123 0.2315 2.8838 0.000 -0.709 -1.150 -0.328
C -0.0085 1.0260 3.9511 0.004 0.472 -0.570 0.123
C 0.0060 2.3415 3.5224 0.005 0.344 -0.743 -0.258
C 0.0103 2.2681 2.1345 -0.001 -0.030 0.790 0.052
N -0.0007 0.9823 1.7228 0.005 0.251 -0.839 -0.541
H -0.0228 -0.7870 2.8704 0.003 0.325 0.157 0.452
H -0.0168 0.6108 4.9261 -0.005 -0.312 0.801 0.299
H 0.0123 3.2487 4.1069 -0.001 -0.110 0.114 0.316
H 0.0209 3.0463 1.4025 0.005 0.514 -0.076 0.243
```
Positions in Å, forces in eV/Å.

Quick rundown of DFT total energy, same order as above: -11386.255; -20574.526; -9762.348; -10977.975; -105590.619; -26331.072; -9538.415; -70833.900 eV